# 1
7 unconnected molecules or ions with the total composition C19H55N5O10 in a non-equilibrium geometry, computed with ωB97M-V with the def2-TZVPD basis set.

ORCA input file:
```
! wB97M-V def2-TZVPD RIJCOSX def2/J DEFGRID3
* xyz 0 1
C -6.1773 -3.9522 -4.1700
O -5.1238 -3.8300 -5.0771
C -4.2657 -2.7360 -4.7791
C -2.9859 -2.9037 -5.5821
N -1.9717 -1.9045 -5.3111
C -2.3996 -0.5380 -5.4364
C -1.2182 0.3902 -5.2586
O -1.6156 1.7094 -5.5647
C -0.7690 2.6869 -5.0316
H -6.9341 -3.1738 -4.3133
H -5.8252 -4.0018 -3.1326
H -6.6765 -4.9068 -4.3729
H -4.0249 -2.7545 -3.7007
H -4.7876 -1.7843 -4.9348
H -3.2305 -2.9658 -6.6454
H -2.5878 -3.8726 -5.2685
H -1.5972 -2.0929 -4.3894
H -3.1529 -0.2316 -4.6887
H -2.8856 -0.3742 -6.4021
H -0.4169 0.0760 -5.9505
H -0.8006 0.3002 -4.2473
H -1.2996 3.6391 -5.0957
H 0.2087 2.7396 -5.5203
H -0.6067 2.5425 -3.9510
C -0.9003 3.1641 4.4997
O -0.3901 2.0805 3.7748
C -0.1110 0.9278 4.5843
C 0.7170 -0.0361 3.7615
N -0.1511 -0.8438 2.9335
C 0.5805 -1.9140 2.2394
C -0.3458 -2.8045 1.4544
O -1.2140 -3.5112 2.3351
C -2.0458 -4.4125 1.6271
H -1.9386 2.9949 4.8084
H -0.8592 4.0505 3.8651
H -0.2931 3.3994 5.3833
H -1.0637 0.4499 4.8497
H 0.3525 1.2608 5.5195
H 1.3022 -0.6611 4.4470
H 1.4749 0.5404 3.2101
H -0.4424 -0.2464 2.1614
H 1.2015 -2.5254 2.8948
H 1.2643 -1.4818 1.4854
H 0.2439 -3.5601 0.9109
H -0.9520 -2.2574 0.7190
H -2.5659 -3.9127 0.7978
H -2.7763 -4.7588 2.3513
H -1.4486 -5.2234 1.1929
C 5.9793 4.8863 5.9558
O 6.4025 4.9989 4.6291
C 7.0132 3.8199 4.1213
C 6.0215 2.7213 3.8488
N 5.2060 3.0746 2.6834
C 4.0739 2.1943 2.4959
C 3.3416 2.5248 1.2179
O 2.2693 1.6358 1.0646
C 1.2952 2.0728 0.1465
H 5.0998 4.2404 6.0931
H 5.6512 5.8699 6.2970
H 6.7798 4.5272 6.6141
H 7.7874 3.4946 4.8292
H 7.4916 4.1133 3.1890
H 5.3905 2.4708 4.7123
H 6.5606 1.8024 3.5883
H 4.9178 4.0437 2.7604
H 3.3521 2.1816 3.3351
H 4.4390 1.1600 2.4709
H 4.0466 2.5010 0.3761
H 2.9621 3.5596 1.2686
H 0.5316 1.3032 0.0698
H 1.6576 2.2573 -0.8738
H 0.8166 3.0023 0.4854
N -1.7723 -4.5375 -2.3112
C -0.8785 -3.5218 -2.4767
N 0.4276 -3.8696 -2.6342
O -1.2296 -2.3450 -2.3862
H -2.7171 -4.2424 -2.1404
H -1.5464 -5.5103 -2.2277
H 1.1115 -3.1581 -2.8135
H 0.7093 -4.8291 -2.7168
O -1.3682 0.3869 -1.4953
H -1.1713 -0.5263 -1.7451
H -1.6965 0.3189 -0.5909
O -1.7779 1.2468 1.4931
H -2.5917 0.8138 1.7697
H -1.3931 1.5999 2.3156
O -4.1449 0.5060 -2.3716
H -4.3571 -0.1920 -1.7471
H -3.1853 0.6234 -2.2830
*
```

The LUMO energy is 0.0072 Eh. The value obtained for the electronic energy is -1783.00802 Eh. The molecular weight is 513.67 g mol⁻¹. As for the HOMO-LUMO gap: 0.30964 Eh. Its HOMO energy is -8.231 eV. The value obtained for the relative energy (zero: lowest compared OMol25 entry of this formula, charge and spin) is 0.00 kJ/mol.

=====

# 2
A molecular structure, C19H56AsF6O9 in a non-equilibrium geometry, computed with ωB97M-V with the def2-TZVPD basis set.

ORCA input file:
```
! wB97M-V def2-TZVPD RIJCOSX def2/J DEFGRID3
* xyz -1 1
As 0.4243 0.4974 0.2987
F -0.7878 1.5640 -0.4555
F 1.6919 1.7025 0.0528
F 1.6080 -0.6391 1.0647
F -0.8527 -0.7457 0.6505
F 0.7123 -0.2097 -1.3025
F 0.1528 1.1741 1.9540
C -2.3119 -3.7877 -0.7648
C -2.2085 -5.1773 -0.1781
C -3.6979 -5.4183 0.2266
O -1.8960 -6.1422 -1.1299
H -1.4602 -3.6254 -1.4253
H -2.2434 -2.9886 -0.0266
H -3.1989 -3.5698 -1.3597
H -1.5209 -5.2064 0.6671
H -3.9568 -6.3251 0.7731
H -4.3358 -5.5119 -0.6523
H -4.0476 -4.6174 0.8781
H -0.9488 -6.2397 -1.0084
C 0.3987 0.3979 -5.0315
C 1.6342 -0.4469 -4.7560
C 2.6064 -0.5352 -5.9933
O 2.4064 -0.0222 -3.6887
H -0.0125 0.4298 -4.0225
H -0.2991 -0.0961 -5.7076
H 0.7938 1.3742 -5.3125
H 1.3590 -1.4751 -4.5209
H 1.9012 -0.4416 -6.8192
H 3.2931 -1.3801 -5.9404
H 3.1169 0.4214 -6.1045
H 1.8938 0.1411 -2.8936
C -0.3209 5.5786 3.6991
C -0.4740 4.2102 3.0160
C -0.5834 4.3521 1.5272
O 0.4500 3.2679 3.2155
H 0.6768 6.0153 3.6540
H -0.6599 5.4667 4.7290
H -0.9818 6.3653 3.3351
H -1.3838 3.7434 3.3933
H -0.7090 3.3721 1.0669
H 0.3639 4.7570 1.1711
H -1.4049 4.9908 1.2028
H 0.2248 2.5295 2.6448
C -3.4339 -0.4842 -2.6231
C -3.4565 0.4767 -3.7445
C -2.6131 1.7023 -3.3630
O -2.8878 -0.2108 -4.8355
H -4.3388 -1.0637 -2.8060
H -3.5899 -0.0750 -1.6249
H -2.5902 -1.1731 -2.6636
H -4.4616 0.7464 -4.0689
H -1.6645 1.5259 -2.8559
H -3.2235 2.4552 -2.8643
H -2.2989 2.2387 -4.2583
H -1.9399 -0.2459 -4.6880
C 4.2433 -0.3536 3.5170
C 4.1453 1.1608 3.8183
C 4.6865 2.0540 2.6231
O 2.7808 1.2934 3.9794
H 3.7969 -0.9747 4.2936
H 5.2885 -0.6628 3.5215
H 3.7984 -0.5728 2.5464
H 4.7099 1.4413 4.7075
H 3.9660 2.2590 1.8314
H 5.5595 1.6389 2.1195
H 4.9532 3.0249 3.0408
H 2.3173 1.3848 3.1437
C -3.0736 0.3600 3.1747
O -4.3640 0.1124 2.4907
H -2.9923 0.6432 4.2242
H -2.4297 -0.5124 3.0624
H -2.6644 1.2447 2.6870
H -4.6508 0.9396 2.0969
C 2.4884 -4.0991 0.7316
O 1.2176 -4.4514 1.2018
H 2.4081 -3.0926 0.3209
H 3.1383 -4.1724 1.6036
H 2.8581 -4.6583 -0.1279
H 0.8454 -3.6787 1.6329
C 0.0507 -2.1992 4.2842
O 0.6603 -2.3024 2.9719
H 0.4011 -2.9743 4.9658
H 0.2861 -1.2605 4.7859
H -1.0341 -2.2609 4.1984
H 0.4432 -1.5287 2.4467
C 1.0782 3.1315 -2.9645
O 1.6258 3.6304 -1.7542
H 1.9633 2.8152 -3.5165
H 0.3904 2.3331 -2.6857
H 0.3869 3.7610 -3.5248
H 1.8082 2.8837 -1.1789
*
```

The LUMO energy is 0.0882 Eh. The value obtained for the electronic energy is -4269.69983 Eh. The molecular weight is 617.56 g mol⁻¹. As for the HOMO-LUMO gap: 0.34930 Eh. Its HOMO energy is -7.105 eV. The value obtained for the relative energy (zero: lowest compared OMol25 entry of this formula, charge and spin) is 97.64 kJ/mol.

=====

# 3
8 unconnected molecules or ions with the total composition C19H56B2FNO9P in a non-equilibrium geometry, computed with ωB97M-V with the def2-TZVPD basis set.

ORCA input file:
```
! wB97M-V def2-TZVPD RIJCOSX def2/J DEFGRID3
* xyz 1 1
C 2.0451 -0.0569 1.0483
B 1.2022 0.3661 -0.3383
O 0.8584 -0.7235 -1.2793
P 0.7698 2.2055 -0.6520
F 1.2211 2.6310 -2.3212
C 1.7922 3.2763 0.6134
C 2.3419 4.5707 -0.2919
C 1.1985 5.6610 -0.7379
N 3.6591 4.7126 -0.6842
B -1.0723 2.6617 -0.3773
C -1.9808 2.2190 0.9513
O -1.7779 3.5102 -1.3959
H 3.1396 0.4087 1.0270
H 1.4846 0.3259 2.0087
H 2.1113 -1.2441 1.1167
H 1.1823 -0.4050 -2.1913
H 2.6778 2.6729 1.1022
H 1.0320 3.6071 1.4519
H 0.4776 5.1820 -1.5582
H 1.7487 6.5913 -1.1895
H 0.5092 5.9169 0.1797
H 3.6997 5.6195 -1.2385
H -1.2464 2.3222 1.8785
H -2.3051 1.1056 0.7746
H -2.9078 2.9642 1.0493
H -1.5901 4.4890 -1.1778
C 0.3766 -4.3922 -1.8200
C 1.4362 -4.9267 -0.8789
O 2.5796 -4.0851 -0.9078
H 0.7636 -4.3353 -2.8427
H -0.5101 -5.0324 -1.8128
H 0.0811 -3.3773 -1.5345
H 1.7444 -5.9320 -1.1807
H 1.0611 -4.9744 0.1479
H 2.2970 -3.1969 -0.6302
C 2.1921 -4.1911 3.8170
C 0.7136 -4.1318 3.4932
O 0.4312 -2.9701 2.7270
H 2.4998 -3.3007 4.3751
H 2.4258 -5.0789 4.4114
H 2.7891 -4.2138 2.8995
H 0.1219 -4.0870 4.4122
H 0.4010 -5.0125 2.9240
H 0.9551 -3.0236 1.9093
C -4.3307 -1.5650 3.2342
C -4.4230 -0.2279 2.5285
O -3.6309 -0.2457 1.3501
H -3.2917 -1.7916 3.4948
H -4.9325 -1.5662 4.1474
H -4.6786 -2.3723 2.5814
H -4.0539 0.5730 3.1760
H -5.4572 0.0000 2.2531
H -3.9719 -0.9547 0.7783
C -3.4505 6.7085 2.6440
C -3.9849 5.7295 1.6191
O -4.2612 4.4818 2.2382
H -2.5381 6.3199 3.1081
H -3.2282 7.6744 2.1817
H -4.1768 6.8616 3.4490
H -3.2476 5.5625 0.8284
H -4.9044 6.1050 1.1599
H -4.9231 4.6396 2.9332
C 7.2524 2.6398 -2.0101
C 6.5713 2.8472 -3.3470
O 5.3486 2.1261 -3.3854
H 7.4490 1.5764 -1.8393
H 8.1990 3.1858 -1.9660
H 6.6103 2.9805 -1.1912
H 7.2068 2.4854 -4.1607
H 6.3596 3.9068 -3.5195
H 4.7881 2.4606 -2.6643
C 4.6104 -7.8912 -2.6352
C 3.6720 -7.5789 -3.7824
O 2.4503 -7.0567 -3.2813
H 4.1552 -8.6160 -1.9523
H 5.5556 -8.2990 -3.0046
H 4.8199 -6.9901 -2.0497
H 3.4478 -8.4858 -4.3516
H 4.1147 -6.8451 -4.4629
H 2.6593 -6.2470 -2.7846
C -6.3989 0.7985 -1.2348
C -7.4648 -0.2255 -0.9039
O -8.3520 0.2967 0.0742
H -5.8347 1.0705 -0.3367
H -5.7040 0.4096 -1.9844
H -6.8515 1.7191 -1.6174
H -7.0100 -1.1353 -0.5013
H -8.0419 -0.4930 -1.7943
H -8.7570 1.0997 -0.2961
*
```

The LUMO energy is -0.1967 Eh. The value obtained for the electronic energy is -1979.96715 Eh. The molecular weight is 514.25 g mol⁻¹. As for the HOMO-LUMO gap: 0.22927 Eh. Its HOMO energy is -11.592 eV.

=====

Q: Among the records above, which one has the lowest molecular weight?
A: C19H55N5O10